# 1
Below is C21H22BF4IN4O6SV as an isolated structure, with properties calculated with ωB97M-V/def2-TZVPD.

Relative energy (zero: lowest compared OMol25 entry of this formula, charge and spin)   0.000 eV
Expectation value of S²   3.874
2S+1   4
Total charge   -2
HOMO energy (alpha / beta)   -0.9 / -1.5 eV
Kohn-Sham gap (alpha / beta)   4.864 / 5.519 eV

Cartesian coordinates (Å):
V (0.265, -0.485, 0.445)
C (-2.311, -0.288, 2.034)
C (-1.338, -0.935, 3.005)
N (0.048, -0.482, 2.780)
C (0.950, -1.421, 3.498)
C (2.406, -1.002, 3.565)
C (0.212, 0.915, 3.243)
C (0.884, 1.741, 2.153)
N (0.142, 1.619, 0.905)
C (-0.814, 2.510, 0.624)
C (-1.351, 2.567, -0.697)
F (-0.830, 1.753, -1.625)
C (-2.321, 3.450, -1.090)
F (-2.729, 3.429, -2.378)
C (-2.881, 4.387, -0.231)
C (-2.383, 4.368, 1.053)
F (-2.885, 5.240, 1.965)
C (-1.410, 3.486, 1.475)
F (-1.076, 3.571, 2.797)
H (-3.307, -0.710, 2.201)
H (-2.143, -1.444, 0.429)
H (-2.374, 0.793, 2.184)
H (-1.363, -2.018, 2.884)
H (-1.646, -0.711, 4.039)
H (0.888, -2.381, 2.986)
H (0.555, -1.545, 4.521)
H (2.806, -0.822, 2.571)
H (2.975, -1.829, 3.991)
H (2.569, -0.120, 4.190)
H (0.778, 0.942, 4.180)
H (-0.769, 1.338, 3.455)
H (1.878, 1.328, 1.972)
H (1.009, 2.777, 2.482)
H (-3.646, 5.077, -0.549)
O (-0.558, -4.089, 1.980)
S (-0.684, -3.365, 0.682)
O (-2.135, -3.025, 0.387)
O (-1.916, -0.493, 0.687)
O (-0.182, -0.972, -1.417)
I (6.226, -1.523, -0.007)
C (4.189, -1.768, 0.507)
C (3.841, -3.025, 1.064)
N (2.648, -3.350, 1.450)
N (2.064, -0.620, 0.337)
C (3.316, -0.730, 0.089)
H (4.676, -3.735, 1.139)
H (2.636, -4.318, 1.764)
H (3.776, 0.062, -0.517)
O (0.627, -0.144, -3.575)
B (-0.317, -0.772, -2.678)
O (-1.453, -1.163, -3.484)
C (-1.191, -0.765, -4.745)
C (-1.973, -0.899, -5.870)
C (-1.467, -0.393, -7.074)
C (-0.224, 0.217, -7.128)
C (0.568, 0.349, -5.980)
C (0.065, -0.148, -4.799)
H (-2.943, -1.376, -5.813)
H (-2.060, -0.480, -7.977)
H (0.143, 0.602, -8.072)
H (1.539, 0.825, -6.007)

Force components x, y, z for each atom (eV/Å):
0.1905 0.1625 0.0708
-0.0560 -0.0367 0.0039
0.0253 0.0058 0.0209
-0.0523 0.0040 -0.0374
-0.0049 -0.0016 0.0006
0.0006 0.0194 -0.0014
0.0523 0.0294 -0.0219
-0.0245 0.0157 0.0590
-0.0143 -0.1411 0.0068
-0.0326 0.0660 -0.0087
0.0097 -0.0099 -0.0449
-0.0136 0.0141 -0.0060
-0.0062 -0.0119 -0.0169
-0.0063 -0.0010 0.0118
0.0374 -0.0062 0.0355
-0.0306 -0.0089 -0.0295
0.0045 -0.0016 0.0015
0.0254 0.0122 0.0292
-0.0006 -0.0112 -0.0180
-0.0022 0.0124 -0.0048
-0.0158 0.0114 -0.0182
0.0215 0.0003 0.0012
-0.0061 0.0031 -0.0226
0.0001 0.0122 -0.0001
-0.0058 0.0046 0.0036
0.0081 -0.0045 0.0048
-0.0019 -0.0023 0.0026
-0.0020 0.0025 0.0098
0.0050 0.0020 -0.0001
-0.0065 -0.0149 -0.0006
-0.0120 0.0160 -0.0078
0.0163 0.0088 -0.0078
-0.0050 -0.0228 -0.0181
-0.0019 0.0030 0.0033
0.0044 0.0072 0.0228
-0.0004 -0.0706 -0.0500
-0.0375 -0.0065 0.0008
0.0886 -0.0505 0.0601
-0.1018 0.0113 -0.0167
-0.0085 0.0021 -0.0030
0.0150 -0.0435 0.0111
0.0003 0.0465 -0.0072
0.0230 -0.0321 -0.0048
-0.1094 0.0123 -0.0586
-0.0483 -0.0093 0.0101
-0.0014 -0.0064 0.0040
-0.0036 0.0046 -0.0022
0.0144 -0.0067 0.0056
-0.0035 0.0279 -0.0013
0.0748 -0.0110 0.0500
-0.0084 0.0060 -0.0311
-0.0027 -0.0099 0.0265
0.0095 0.0072 -0.0070
-0.0086 -0.0059 0.0043
0.0061 0.0036 -0.0061
-0.0060 0.0007 0.0063
0.0059 -0.0053 -0.0149
-0.0004 -0.0003 0.0011
0.0014 -0.0006 -0.0002
0.0011 -0.0009 0.0003
0.0004 -0.0007 -0.0007

From a natural (NBO) analysis of the wavefunction, the atomic charges in e read: 1.36, -0.07, -0.26, -0.48, -0.22, -0.63, -0.23, -0.23, -0.68, 0.10, 0.31, -0.30, 0.33, -0.33, -0.44, 0.33, -0.34, 0.24, -0.35, 0.18, 0.53, 0.18, 0.25, 0.17, 0.27, 0.15, 0.26, 0.22, 0.17, 0.19, 0.20, 0.21, 0.19, 0.22, -0.96, 1.30, -1.01, -0.77, -1.05, -0.03, -0.40, 0.05, -0.75, -0.73, 0.01, 0.13, 0.32, 0.16, -0.66, 1.23, -0.65, 0.24, -0.27, -0.25, -0.25, -0.30, 0.32, 0.21, 0.19, 0.19, 0.21

# 2
Below is C21H22BrN6O8P2RuS as an isolated structure in a non-equilibrium geometry, with properties calculated with ωB97M-V/def2-TZVPD.

Relative energy (zero: lowest compared OMol25 entry of this formula, charge and spin)   0.628 eV
Expectation value of S²   6.067
2S+1   5
Total charge   +1
HOMO energy (alpha / beta)   -11.5 / -12.0 eV
Kohn-Sham gap (alpha / beta)   6.318 / 6.070 eV

Cartesian coordinates (Å):
Ru (0.220, -0.572, -0.020)
N (-1.585, -4.604, 2.315)
C (-1.099, -3.180, 2.184)
C (-0.745, -2.626, 3.552)
P (0.412, -3.335, 1.110)
O (-0.070, -3.264, -0.439)
O (0.970, -4.668, 1.415)
O (1.225, -2.055, 1.218)
P (-2.417, -2.326, 1.174)
O (-3.364, -1.600, 2.227)
O (-3.091, -3.485, 0.529)
O (-1.817, -1.262, 0.273)
H (-0.766, -5.220, 2.171)
H (-2.308, -4.688, 1.547)
H (-2.023, -4.785, 3.215)
H (0.117, -3.157, 3.963)
H (-1.592, -2.730, 4.235)
H (-0.493, -1.571, 3.505)
H (-0.457, -4.080, -0.783)
H (-3.094, -0.682, 2.391)
S (-1.015, -0.060, -1.923)
C (0.255, -0.544, -2.993)
N (-0.047, -0.906, -4.215)
N (0.822, -0.910, -5.193)
C (1.698, 0.116, -5.524)
C (1.577, 1.387, -4.953)
C (2.415, 2.402, -5.369)
C (3.386, 2.161, -6.334)
C (3.513, 0.893, -6.891)
C (2.669, -0.127, -6.502)
N (1.538, -0.588, -2.553)
N (1.739, -0.568, -1.301)
C (3.092, -0.387, -0.941)
C (3.516, -0.571, 0.382)
C (4.820, -0.279, 0.731)
C (5.716, 0.203, -0.213)
C (5.307, 0.372, -1.533)
C (4.014, 0.078, -1.900)
H (0.658, -1.638, -5.878)
H (0.798, 1.583, -4.227)
H (2.293, 3.393, -4.952)
H (4.031, 2.963, -6.666)
H (4.268, 0.700, -7.641)
H (2.770, -1.115, -6.934)
H (2.844, -0.968, 1.125)
H (5.139, -0.434, 1.753)
H (6.729, 0.450, 0.075)
H (5.996, 0.745, -2.278)
H (3.681, 0.232, -2.914)
Br (1.616, 2.778, -1.887)
C (1.999, 2.527, -0.057)
C (2.997, 3.286, 0.530)
C (3.209, 3.134, 1.891)
C (2.400, 2.272, 2.612)
C (1.427, 1.565, 1.931)
N (1.248, 1.662, 0.610)
C (0.439, 0.670, 2.672)
O (0.523, 0.577, 3.879)
O (-0.448, 0.120, 1.914)
H (3.570, 3.980, -0.066)
H (3.986, 3.703, 2.386)
H (2.490, 2.130, 3.679)

Force components x, y, z for each atom (eV/Å):
-1.8081 -0.2744 1.0285
-0.0964 -0.0541 -0.3764
0.1559 0.3716 -0.5423
0.1110 -0.0193 0.1048
0.0052 -0.9320 -0.0810
0.1627 -0.0617 0.0315
0.0728 0.0405 0.1697
-0.5625 0.6086 -0.3837
-0.2457 -0.2523 0.0467
0.0517 0.1287 0.0477
-0.0886 0.0091 0.1313
0.5015 0.1485 0.2745
-0.0848 -0.0179 0.0597
0.1561 -0.0602 0.2155
-0.0007 0.0587 0.0684
-0.0480 -0.0082 0.0710
-0.0207 -0.0129 -0.0231
-0.0076 -0.0073 -0.0533
-0.0300 0.0802 0.0327
-0.0102 -0.1458 -0.0278
0.8107 -0.0783 -0.3210
-1.4701 0.4827 0.9093
-0.2927 -0.3809 -0.3607
0.0295 -0.1574 0.2520
0.4932 0.4538 -0.1791
-0.1859 -0.1619 -0.0348
0.0424 -0.0340 -0.0367
-0.0125 -0.0269 -0.0020
0.0414 0.0671 -0.0189
-0.1215 -0.1643 0.1113
1.3434 -0.2233 0.1897
0.3541 0.1535 -1.0765
0.8946 0.1802 0.1147
-0.2888 -0.0113 -0.0788
0.1745 0.0582 -0.0239
-0.0718 -0.0300 0.0498
-0.0056 -0.0111 -0.0462
-0.3394 -0.0550 0.0468
-0.0509 0.0691 -0.0775
0.0052 -0.0006 -0.1242
0.0381 0.0099 -0.0030
0.0093 0.0012 0.0181
-0.0024 0.0127 -0.0038
-0.0350 0.0077 -0.0143
0.0352 0.0336 -0.0372
-0.0139 0.0080 0.0084
0.0080 -0.0320 -0.0022
0.0193 0.0013 0.0227
0.0264 0.0465 -0.0791
0.0609 0.0270 0.0133
-0.0996 -0.1090 0.3844
-0.0116 0.0234 -0.1165
0.0104 -0.0250 0.0321
-0.0265 -0.0502 -0.0022
-0.0840 -0.0164 0.1031
0.1396 0.1275 -0.1845
0.3436 0.3584 0.1359
-0.0913 -0.0622 -0.1162
0.1060 -0.1355 -0.2515
0.0143 0.0032 0.0204
0.0009 0.0132 -0.0155
-0.0112 0.0273 -0.0001

From a natural (NBO) analysis of the wavefunction, the atomic charges in e read: 1.26, -0.73, -0.63, -0.64, 2.39, -1.02, -1.11, -1.11, 2.42, -0.99, -1.13, -1.11, 0.47, 0.48, 0.43, 0.23, 0.22, 0.28, 0.53, 0.53, 0.23, 0.18, -0.21, -0.22, 0.16, -0.24, -0.18, -0.17, -0.19, -0.22, -0.23, -0.09, 0.13, -0.19, -0.21, -0.14, -0.22, -0.18, 0.42, 0.23, 0.23, 0.23, 0.24, 0.23, 0.27, 0.24, 0.23, 0.23, 0.24, 0.08, 0.16, -0.26, -0.13, -0.20, 0.11, -0.50, 0.74, -0.60, -0.73, 0.25, 0.24, 0.27

# 3
Below is an isolated ion of composition C21H22BrOS and charge +1 in a non-equilibrium geometry, with properties calculated with ωB97M-V/def2-TZVPD.

Relative energy (zero: lowest compared OMol25 entry of this formula, charge and spin)   0.000 eV
Total charge   +1
HOMO energy   -11.6 eV
Kohn-Sham gap   8.346 eV

Cartesian coordinates (Å):
C (0.854, -0.051, 3.556)
S (0.864, -0.955, 1.988)
C (-0.485, -2.112, 2.376)
C (0.177, 0.041, 0.713)
C (0.676, 1.443, 0.870)
C (-0.127, 2.629, 0.398)
C (-1.423, 2.887, 0.877)
C (-2.097, 4.040, 0.443)
C (-1.483, 4.887, -0.490)
Br (-2.428, 6.429, -1.060)
C (-0.183, 4.641, -0.968)
C (0.521, 3.543, -0.454)
O (1.841, 1.680, 1.238)
H (1.451, -0.766, 4.118)
H (1.383, 0.887, 3.504)
H (-0.135, 0.069, 3.997)
H (-0.065, -2.993, 2.883)
H (-1.220, -1.605, 3.026)
H (-0.958, -2.494, 1.438)
H (-0.881, -0.189, 0.579)
H (-1.902, 2.264, 1.628)
H (-3.069, 4.276, 0.862)
H (0.245, 5.348, -1.680)
H (1.587, 3.409, -0.712)
C (2.035, -0.737, -1.024)
C (2.406, 0.489, -1.931)
C (1.076, 0.973, -2.393)
C (0.014, 0.273, -1.864)
C (0.477, -0.692, -0.825)
C (-0.166, -2.050, -0.806)
C (-1.523, -2.177, -1.219)
C (-2.173, -3.426, -1.189)
C (-1.464, -4.590, -0.891)
C (-0.102, -4.514, -0.644)
C (0.557, -3.278, -0.655)
H (2.361, -1.620, -1.635)
H (2.594, -0.753, -0.069)
H (2.985, 1.231, -1.355)
H (3.093, 0.248, -2.760)
H (0.999, 1.887, -2.959)
H (-1.010, 0.433, -2.213)
H (-2.126, -1.309, -1.578)
H (-3.251, -3.453, -1.388)
H (-2.002, -5.524, -0.807)
H (0.437, -5.425, -0.408)
H (1.642, -3.297, -0.519)

Force components x, y, z for each atom (eV/Å):
0.1947 -0.5170 0.0235
-0.0877 -0.8718 0.6814
-0.5895 -0.5504 -0.3232
-1.0996 -0.8916 -1.9123
1.8706 2.1786 -0.6665
-0.2313 -0.2149 0.4164
0.2191 0.5884 -0.7251
0.5989 -0.2333 -0.0041
0.0647 -0.4423 0.2095
0.1947 -0.2529 0.0106
-0.4027 -0.1503 0.6761
-0.0847 0.3306 -0.2868
-1.9360 -1.4184 -0.3074
-0.0686 0.2056 0.5395
0.1978 0.1410 -0.2958
0.0032 -0.0805 -0.2833
0.0435 0.4507 -0.0296
0.3380 -0.2423 -0.4148
0.4635 0.5622 0.7523
-0.3393 1.0152 1.0648
0.1108 -0.1102 -0.2216
0.1174 0.0425 -0.1922
0.0784 -0.3155 0.2700
-0.8260 -0.0921 0.0982
0.6526 -0.2294 -1.0981
0.3589 -0.0710 1.0122
-1.5619 -0.9094 1.2707
1.6822 1.6448 -1.5577
2.1857 0.1636 1.0295
-0.6650 -1.5689 -1.6612
-0.1353 -0.0755 0.4835
0.1276 0.6040 -0.0702
-0.4358 0.5650 0.2924
0.0758 0.4005 0.0252
-0.4217 0.6148 0.4587
-0.6379 0.4860 0.8549
-0.2507 0.0250 -0.5697
-0.4317 0.0673 -0.0997
-0.4836 -0.2054 0.1935
-0.2852 -0.1847 -0.5788
0.3297 0.0077 0.5588
0.6821 -0.6591 0.6322
0.5421 -0.1142 -0.0722
0.1203 -0.0986 -0.1303
0.1233 0.1606 -0.1895
-0.4013 0.2453 0.1360

From a natural (NBO) analysis of the wavefunction, the atomic charges in e read: -0.74, 0.90, -0.76, -0.54, 0.55, -0.09, -0.19, -0.24, -0.07, 0.11, -0.22, -0.18, -0.54, 0.26, 0.29, 0.25, 0.27, 0.25, 0.29, 0.28, 0.22, 0.24, 0.24, 0.24, -0.43, -0.46, -0.10, -0.26, 0.01, -0.12, -0.21, -0.20, -0.20, -0.23, -0.16, 0.24, 0.22, 0.23, 0.24, 0.23, 0.24, 0.23, 0.23, 0.23, 0.23, 0.22

# 4
Below is C21H22Cl5N9O5PRe as an isolated structure, with properties calculated with ωB97M-V/def2-TZVPD.

Expectation value of S²   3.790
2S+1   4
Total charge   -1
HOMO energy (alpha / beta)   -5.9 / -6.1 eV
Kohn-Sham gap (alpha / beta)   8.186 / 7.469 eV

Cartesian coordinates (Å):
Re (0.220, -0.648, 0.591)
N (2.376, -1.414, 3.254)
C (2.936, -1.375, 1.998)
N (4.174, -1.735, 1.750)
N (4.302, -1.557, 0.411)
N (3.217, -1.127, -0.107)
N (2.293, -0.987, 0.896)
C (1.154, -0.891, 3.581)
N (0.751, -0.712, 4.823)
N (-0.482, -0.172, 4.697)
N (-0.802, -0.032, 3.467)
N (0.237, -0.479, 2.701)
H (2.978, -1.680, 4.013)
Cl (0.978, -3.731, 0.276)
C (0.733, -2.977, -1.276)
C (0.475, -1.601, -1.334)
C (0.405, -1.071, -2.619)
Cl (0.215, 0.637, -2.809)
C (0.503, -1.848, -3.771)
Cl (0.378, -1.130, -5.337)
C (0.705, -3.220, -3.662)
Cl (0.808, -4.203, -5.075)
C (0.839, -3.789, -2.401)
Cl (1.122, -5.485, -2.251)
C (-3.954, -0.048, 2.071)
O (-3.525, -1.039, 1.139)
P (-2.202, -0.968, 0.203)
O (-1.640, -2.486, 0.756)
C (-2.243, -3.495, 1.541)
O (-2.714, -1.456, -1.253)
C (-2.915, -2.823, -1.574)
H (-4.855, -0.443, 2.537)
H (-4.181, 0.885, 1.560)
H (-3.192, 0.122, 2.832)
H (-3.224, -3.186, 1.900)
H (-1.605, -3.708, 2.401)
H (-2.344, -4.412, 0.952)
H (-3.312, -2.844, -2.588)
H (-3.636, -3.290, -0.901)
H (-1.978, -3.381, -1.538)
O (-1.492, 1.474, -0.440)
O (-2.639, 0.691, -0.174)
C (-0.497, 3.631, 1.623)
C (0.269, 2.634, 0.732)
C (0.407, 3.295, -0.646)
C (-0.619, 1.355, 0.658)
C (1.651, 2.345, 1.324)
C (2.764, 2.162, 0.506)
C (4.018, 1.905, 1.043)
C (4.189, 1.822, 2.415)
C (3.091, 2.004, 3.245)
C (1.841, 2.265, 2.705)
H (-1.447, 3.882, 1.144)
H (0.078, 4.550, 1.758)
H (-0.726, 3.215, 2.604)
H (-0.567, 3.626, -1.002)
H (0.818, 2.622, -1.396)
H (1.067, 4.161, -0.561)
H (-1.212, 1.306, 1.573)
H (2.657, 2.191, -0.570)
H (4.857, 1.737, 0.380)
H (5.163, 1.599, 2.832)
H (3.200, 1.927, 4.320)
H (1.002, 2.384, 3.378)

Force components x, y, z for each atom (eV/Å):
-0.3386 0.5813 -0.0549
-0.0486 -0.1019 -0.0625
-0.0644 0.0618 0.2755
0.0874 0.0421 -0.1961
0.0087 0.0014 0.0923
-0.0601 0.0135 0.1169
0.1764 -0.0479 -0.1911
0.2888 0.0701 -0.0072
-0.1642 0.0670 0.0322
0.0530 -0.0791 -0.0106
0.0625 0.0392 -0.0076
-0.1494 -0.1708 -0.0047
0.0107 0.0508 0.0048
0.0290 -0.0081 -0.0489
0.0306 0.0232 0.0123
0.0370 -0.2385 0.1011
-0.0157 0.1081 -0.0441
-0.0152 -0.1578 -0.0290
-0.0061 0.0295 -0.0491
0.0016 -0.0205 0.0478
0.0073 -0.0283 -0.0145
-0.0051 0.0184 0.0249
0.0079 -0.0297 -0.0017
-0.0085 0.0398 -0.0074
0.0105 0.0467 -0.0579
0.0655 -0.1832 0.0623
-0.1022 0.4588 -0.2118
-0.0238 -0.2216 0.1272
0.0274 -0.0652 0.0011
-0.0629 -0.0510 0.0456
0.0674 0.0111 -0.0144
0.0026 -0.0200 0.0184
-0.0183 0.0120 0.0221
-0.0050 0.0093 -0.0068
-0.0191 0.0473 -0.0134
0.0309 0.0140 -0.0038
0.0053 0.0019 -0.0217
0.0065 0.0082 -0.0091
-0.0179 0.0038 0.0150
-0.0193 -0.0106 0.0001
-0.1139 0.0714 0.0602
-0.0151 0.0316 -0.0029
-0.0059 0.0239 -0.0663
-0.0390 0.0451 -0.0249
0.0640 -0.0139 -0.0583
0.3650 -0.4327 -0.0282
-0.0802 0.0227 0.0757
0.0276 -0.0283 -0.0127
-0.0059 -0.0409 -0.0181
-0.0484 0.0001 0.0109
0.0154 -0.0438 -0.0166
-0.0186 -0.0583 -0.0221
0.0117 -0.0220 0.0061
-0.0065 -0.0113 -0.0156
0.0235 -0.0020 0.0189
0.0047 -0.0010 0.0006
0.0050 0.0795 0.0850
-0.0138 0.0138 -0.0059
-0.0361 0.0689 0.0557
0.0237 -0.0110 0.0227
-0.0076 -0.0059 -0.0049
-0.0010 -0.0018 -0.0001
-0.0047 0.0030 -0.0007
-0.0163 -0.0124 0.0104

From a Mulliken analysis of the wavefunction, the atomic charges in e read: 1.78, 0.16, -0.04, -0.53, -0.74, -0.47, 1.00, 0.02, -0.55, -0.85, -0.19, 0.50, 0.28, -0.17, 0.82, -1.20, 1.17, -0.25, -0.10, -0.21, 0.49, -0.22, 0.04, -0.21, -0.66, -0.36, 0.32, 0.15, -1.09, -0.25, -0.64, 0.31, 0.21, 0.24, 0.33, 0.24, 0.25, 0.28, 0.26, 0.16, -0.15, -0.65, -2.11, 2.81, -1.93, -1.64, -0.12, 0.05, -0.89, -0.26, -1.05, 0.00, 0.41, 0.43, 0.46, 0.42, 0.15, 0.43, 0.88, 0.18, 0.36, 0.39, 0.36, 0.20